Below is one molecule with the formula C5H10BrP at a distorted geometry, with properties calculated with ωB97M-V/def2-TZVPD.

The geometry in XYZ format:
```
17
Properties=species:S:1:pos:R:3:forces:R:3:nbo_charge:R:1
Br -0.674743 -3.048875 -0.846758 0.101 -0.347 -0.192 -0.018
P 0.424886 0.359630 1.117082 -0.732 0.421 -1.248 0.789
C 2.180117 -1.076645 -0.256155 -1.927 -0.542 -0.978 -0.353
C 0.872406 -0.733230 -0.310490 0.968 -0.318 -0.451 -0.328
C -0.163933 1.944768 0.235272 0.392 -2.388 -0.571 -0.911
C 0.098536 -1.377660 -1.487435 -1.082 1.276 1.853 -0.459
C -1.305548 -0.178365 1.434362 0.194 2.935 -3.165 -0.919
H -1.319999 -1.191078 1.274379 -0.772 -2.423 0.045 0.237
H 0.674436 2.232411 -0.414372 -0.223 0.956 0.761 0.233
H 2.651350 -1.785833 -0.933578 -0.074 0.230 -0.153 0.192
H -1.991809 0.448888 0.752707 0.830 -1.586 0.642 0.210
H -1.544663 0.187541 2.349407 -0.846 0.301 3.169 0.223
H -0.964378 1.582118 -0.482206 0.548 0.933 1.140 0.212
H 2.725392 -0.767737 0.570774 1.208 0.557 1.277 0.202
H 0.874872 -1.519741 -2.180151 0.427 -0.785 -1.351 0.219
H -0.792732 -0.886175 -1.933330 0.955 0.147 0.468 0.234
H -0.470962 2.484878 1.150915 0.033 0.632 -1.246 0.237
```
Positions in Å, forces in eV/Å.

- Energy above the lowest of the compared OMol25 structures with the same formula, charge and spin: 105.6 kJ/mol
- SMILES string: C=C(CBr)P(C)C
- HOMO-LUMO gap: 9.65 eV
- Charge: 0
- Calculated total energy: -84676.5581 eV


Below is C20H45N2P3PdSSe as an isolated structure at a distorted geometry, with properties calculated with ωB97M-V/def2-TZVPD.

The geometry in XYZ format:
```
73
Properties=species:S:1:pos:R:3:forces:R:3:mulliken_spin:R:1
Pd -0.581647 0.138504 -1.080745 0.001 -0.528 0.751 0.895
Se -0.593963 0.199772 -3.540829 0.288 0.187 -2.152 0.939
S -0.420813 -0.009734 2.956598 -0.049 -0.010 -0.105 0.912
P -2.971446 -0.159419 -0.720976 -1.786 0.623 0.024 0.200
P -0.086781 2.336430 -0.579294 -0.497 1.873 0.026 0.175
P 0.148531 -2.322320 -0.466293 1.275 -2.574 -0.971 -0.082
N 0.092657 1.102666 5.331151 0.123 -0.416 -1.971 0.064
N -0.367825 -1.166521 5.367722 -0.544 0.606 -2.019 0.071
C -0.725992 2.923147 1.014401 -0.041 -0.131 0.295 0.041
C -1.030357 -1.210618 6.675642 -0.111 -0.104 0.798 0.001
C 3.289184 -0.070876 -5.175545 -0.535 -0.170 1.431 0.044
C 0.909195 0.230090 -4.715285 0.092 0.013 0.502 0.190
C -0.644883 -3.423147 -1.661078 -0.292 0.287 -0.102 0.016
C 3.888452 0.180089 1.172680 0.010 -0.026 -0.863 0.003
C 0.993717 1.127325 6.491446 0.377 0.051 0.814 0.001
C 2.221749 -0.019024 -4.267643 1.181 -0.107 -0.086 0.052
C -4.123649 -0.262476 -2.166832 0.766 -0.023 0.087 0.032
C 4.323675 0.182609 -0.101365 -0.593 -0.012 0.261 -0.001
C 1.796247 0.451904 -6.992287 -0.940 0.136 0.549 0.003
C -3.585102 -1.539189 0.320765 0.727 -0.259 -0.012 0.043
C -0.456659 -2.842683 1.143760 -0.460 0.852 1.087 0.032
C 1.626540 2.958003 -0.544419 0.338 -0.384 -0.056 0.029
C 0.723737 0.510687 -6.099302 -0.156 0.001 -0.493 0.082
C 3.084650 0.139356 -6.542073 -0.321 0.069 -0.155 0.184
C -3.703330 1.226293 0.230952 0.509 0.023 -0.102 0.017
C 1.869335 -2.886159 -0.379887 0.226 -0.094 0.068 0.006
C -0.905954 3.394328 -1.821191 0.045 -0.252 -0.006 0.003
C -0.222607 -0.023020 4.639043 0.439 0.038 3.425 -0.053
H -1.728185 -3.448530 -1.496516 0.185 -0.079 -0.116 0.002
H 2.069667 2.777227 0.443624 -0.075 -0.050 -0.295 0.011
H 2.257091 2.492485 -1.312058 -0.134 0.185 0.183 -0.007
H 4.290326 -0.287411 -4.810794 -0.188 0.046 -0.025 0.005
H -3.285628 1.200553 1.249694 -0.274 0.163 -0.296 0.000
H -3.506336 2.201492 -0.242885 -0.183 -0.398 0.209 0.004
H -4.677630 -1.531454 0.213550 0.245 -0.057 0.104 0.007
H -0.520683 -1.992736 4.785525 0.258 0.221 0.404 -0.009
H 1.574343 4.044452 -0.718368 -0.005 -0.327 0.031 0.008
H -1.989884 3.398276 -1.650521 0.240 0.056 -0.093 -0.001
H -1.821542 2.920740 1.033869 0.332 0.086 0.005 -0.002
H -3.843004 -1.133291 -2.775695 -0.255 0.290 -0.004 -0.003
H -4.016512 0.663692 -2.746106 -0.168 -0.299 -0.028 0.002
H 0.105646 1.953575 4.758422 -0.182 -0.376 0.467 -0.006
H -0.277633 0.777358 -6.429350 0.217 -0.090 -0.237 -0.007
H 1.259237 0.104941 6.798189 -0.023 0.427 -0.276 0.000
H -5.165097 -0.370937 -1.793914 0.693 0.091 -0.157 0.007
H 0.491649 -1.170337 -1.333797 -0.040 0.221 0.411 0.072
H -0.224789 -4.424756 -1.514193 -0.177 0.123 -0.054 0.002
H 4.531314 -0.747690 -0.659190 -0.020 0.530 0.467 0.000
H -1.176836 -0.198948 7.067945 -0.110 -0.299 -0.224 0.000
H 4.462175 1.120285 -0.663707 0.146 -0.497 0.439 0.001
H -1.435203 -2.433454 1.405184 0.154 -0.219 -0.121 -0.010
H -0.428507 -1.765763 7.403862 0.023 0.087 -0.242 0.008
H 3.911475 0.075117 -7.249529 -0.175 0.035 0.208 -0.001
H 3.714096 1.116189 1.715322 0.132 -0.364 -0.189 0.000
H -0.513178 -3.943009 1.133927 0.096 0.262 -0.368 0.005
H -3.311442 -1.340493 1.369046 -0.201 -0.184 -0.313 -0.001
H 1.629613 0.663094 -8.038882 -0.088 -0.003 -0.028 0.004
H 0.254824 -2.536473 1.920209 -0.128 -0.118 -0.305 -0.001
H -0.449101 -3.080581 -2.682938 0.002 -0.158 0.143 -0.006
H -0.359598 2.269603 1.822369 -0.107 0.461 -0.341 -0.003
H 3.712178 -0.754243 1.717146 0.264 0.347 -0.135 0.001
H 2.233602 -2.755420 0.644149 0.070 0.020 -0.217 0.001
H -4.784517 1.037454 0.259096 0.210 0.155 0.094 0.005
H 2.547527 -2.372737 -1.069812 -0.241 -0.122 0.105 -0.002
H 2.390559 -0.161300 -3.197643 0.156 -0.048 -0.329 0.000
H 0.536028 1.626753 7.359936 -0.053 -0.150 -0.416 0.007
H -0.706480 2.992924 -2.825741 -0.045 0.337 0.271 -0.007
H -1.988714 -1.738205 6.568973 0.249 0.287 0.020 0.001
H -3.190343 -2.517576 0.000390 -0.341 0.350 0.178 0.000
H 1.846788 -3.956885 -0.613236 0.186 0.131 0.099 0.000
H -0.354116 3.945456 1.173082 -0.143 -0.205 -0.019 0.009
H 1.897500 1.701200 6.224016 -0.368 -0.342 0.063 0.001
H -0.507319 4.413360 -1.731790 -0.207 -0.193 -0.098 0.005
```
Positions in Å, forces in eV/Å.

- Energy above the lowest of the compared OMol25 structures with the same formula, charge and spin: 0.0 kJ/mol
- HOMO-LUMO gap (spin up / spin down): 8.05 / 4.94 eV
- Multiplicity: 5
- Charge: +4
- Calculated total energy: -131935.3847 eV


Below is C10H40FeN20O10 as an isolated structure at a distorted geometry, with properties calculated with ωB97M-V/def2-TZVPD.

The geometry in XYZ format:
```
81
Properties=species:S:1:pos:R:3:forces:R:3:mulliken_spin:R:1
Fe 21.679648 -17.199839 9.612995 0.607 0.751 0.383 3.805
O 21.251089 -18.952999 8.711086 0.580 -0.375 0.685 0.025
O 22.924368 -18.462645 5.262509 1.049 -1.349 0.970 0.000
O 21.249297 -12.690407 9.046922 1.013 0.749 -1.051 0.000
O 22.147096 -16.240252 7.884187 -4.742 -4.263 5.914 0.035
O 18.803126 -19.131417 11.456863 0.331 -0.381 -0.231 0.000
O 21.859815 -18.299387 11.326292 -1.942 0.897 -2.604 0.039
O 19.733913 -16.412136 9.388488 -0.366 0.239 1.194 0.021
O 22.403141 -15.622715 10.900551 2.347 1.820 1.107 0.004
O 20.152841 -15.724790 14.779987 -0.467 -0.213 -1.312 0.000
O 23.744090 -17.735030 9.343696 1.645 -0.353 0.236 0.008
N 18.502331 -15.383980 7.837952 -0.842 0.882 -0.560 0.003
N 20.050480 -20.981032 11.240938 3.968 -1.126 -1.011 0.000
N 23.078411 -14.635335 12.852073 -0.176 0.420 2.900 0.002
N 17.940143 -21.144416 11.574445 -4.946 -4.298 0.430 0.000
N 21.211805 -18.080050 3.921143 -2.072 2.201 -1.727 0.000
N 19.614747 -13.444780 10.316425 -1.413 -2.550 2.168 0.000
N 25.922882 -17.383324 8.859927 3.090 2.041 0.815 0.003
N 21.314708 -21.058941 8.053775 3.590 -7.093 1.469 0.000
N 24.908908 -18.973000 7.880497 0.194 -3.906 -3.261 0.000
N 18.707720 -14.882133 13.255515 -3.253 3.320 -1.303 0.000
N 19.518113 -16.754230 12.867797 1.386 -4.670 -2.010 0.000
N 17.858663 -17.364338 8.548493 -1.754 -1.829 0.262 0.002
N 19.228582 -11.710751 9.202197 -3.594 5.535 -2.675 0.000
N 21.903221 -20.141802 4.114480 0.125 -1.617 0.164 0.000
N 24.380366 -14.389303 11.254199 3.572 0.545 -3.953 0.000
N 20.139531 -19.666779 6.938635 -1.064 0.733 -1.116 0.000
N 22.776445 -14.284039 7.166786 0.199 6.112 2.264 0.003
N 21.970459 -19.387955 13.245638 -0.917 -0.291 0.826 0.004
N 23.240790 -16.090936 6.091081 0.849 -1.420 -2.834 0.004
N 23.729726 -18.292055 12.580885 2.553 1.271 0.326 0.003
C 18.914229 -20.377375 11.419577 1.493 6.517 0.246 0.000
C 24.803576 -18.022940 8.739390 -4.000 1.344 1.837 0.009
C 20.106200 -12.568097 9.452639 3.902 -3.947 1.174 0.000
C 19.466579 -15.804274 13.732003 3.346 1.117 4.690 0.000
C 22.624318 -15.550207 7.091460 3.975 2.306 -4.244 0.000
C 20.966774 -19.878573 7.964244 -3.151 6.404 -1.256 -0.002
C 22.474354 -18.558406 12.317498 0.527 -2.442 1.696 0.013
C 22.078661 -18.868122 4.494526 1.149 -0.886 1.002 0.000
C 18.708127 -16.353657 8.703259 2.467 -0.892 -0.063 0.013
C 23.253796 -14.951479 11.595551 -4.440 -2.196 -0.825 0.009
H 24.032456 -18.516064 13.518051 0.514 0.276 -0.468 0.000
H 24.210867 -19.669011 7.660486 -0.135 0.652 0.249 0.000
H 23.813653 -15.581118 5.433802 -0.286 -0.340 0.103 0.001
H 18.066698 -21.958260 10.989865 -1.233 -0.469 0.630 0.000
H 18.794600 -16.886969 12.175683 0.692 -0.609 0.078 -0.001
H 22.160719 -21.195733 8.588252 -0.219 -0.802 0.030 -0.001
H 19.625142 -18.798892 6.986373 -0.249 -0.348 -0.423 0.000
H 21.032536 -19.738558 13.113491 0.179 0.014 0.333 -0.001
H 19.861880 -20.478136 6.405049 -0.500 0.752 -0.189 0.000
H 17.066607 -17.235094 7.935260 -0.031 -0.078 0.284 0.000
H 22.394790 -14.919280 13.539208 -0.303 -0.237 -0.390 0.000
H 20.959996 -21.747401 7.405464 0.532 -0.121 0.408 0.001
H 22.602457 -19.737142 13.951862 -0.762 -0.207 0.004 0.000
H 23.913983 -14.151636 13.148648 -1.060 -0.045 1.404 0.000
H 24.971065 -13.876246 11.892894 -0.264 -0.126 -0.357 0.001
H 20.210532 -21.952837 11.464729 -0.070 0.280 -0.120 0.000
H 18.408100 -14.038463 13.723015 -0.031 -0.467 -0.017 0.000
H 18.614566 -13.338842 10.408656 0.189 -0.781 0.564 0.000
H 17.055880 -20.759429 11.874398 -0.003 -0.378 -0.400 0.000
H 25.677204 -18.931890 7.226184 -0.272 -0.261 0.026 0.000
H 17.776529 -15.697024 7.209217 0.406 1.544 -0.755 0.000
H 24.700559 -14.396224 10.296317 -0.242 -0.010 0.166 0.000
H 17.714215 -18.075241 9.251238 0.486 0.113 0.279 0.000
H 22.414261 -20.841319 4.633721 -0.092 0.023 -0.301 0.000
H 19.445709 -11.002380 8.515784 -0.456 0.166 0.284 0.000
H 20.960178 -20.352009 3.820228 0.309 -0.412 -0.046 0.000
H 24.382174 -17.984427 11.873931 -0.312 0.190 0.162 0.001
H 19.941282 -14.399982 10.283677 0.307 0.089 0.200 -0.001
H 19.253696 -14.729673 7.672298 -0.294 0.017 -0.390 -0.001
H 23.128093 -13.604648 6.507336 -0.010 -0.880 -0.424 0.000
H 21.088428 -18.363251 2.959546 -0.609 0.682 -0.146 0.000
H 21.343719 -17.098415 4.118859 -0.031 -0.019 -0.381 0.000
H 18.258893 -15.298359 12.452145 -0.796 1.805 0.047 0.000
H 26.010020 -16.515300 9.368889 0.027 -0.404 -0.091 0.000
H 18.300767 -11.860279 9.572189 0.224 0.838 -0.542 0.000
H 20.784070 -20.417512 10.835491 0.162 -0.095 0.217 0.000
H 22.818404 -13.894062 8.097513 -0.979 0.200 0.109 -0.001
H 20.281253 -17.409676 12.957818 -0.717 -0.200 -0.226 0.002
H 26.726402 -17.867353 8.485525 0.255 0.764 0.372 0.001
H 22.957036 -17.056083 6.001195 0.855 -0.214 -1.003 -0.002
```
Positions in Å, forces in eV/Å.

- HOMO-LUMO gap (spin up / spin down): 8.53 / 7.81 eV
- Multiplicity: 5
- Charge: +2
- Calculated total energy: -95678.4117 eV